(1)
86
Properties=species:S:1:pos:R:3:mulliken_charge:R:1 method="wB97M-V/def2-TZVPD" gap_ev="7.274 / 7.293" charge=+1 e_homo_ev="-10.32 / -10.44" e_lumo_ev="-3.047 / -3.147"
Tc -1.247 -0.556 0.548 -0.37
C 0.913 3.396 -0.960 -1.49
Sb 1.106 1.543 0.118 0.40
C -1.076 1.435 0.560 1.28
C -2.100 1.682 -0.488 -0.17
C -2.568 2.842 -1.078 -0.64
C -3.617 2.741 -1.985 -0.48
C -4.163 1.499 -2.264 -0.86
C -3.652 0.381 -1.620 -0.57
N -2.647 0.475 -0.760 0.28
Si -1.348 2.403 2.190 0.28
C -3.190 2.453 2.493 -1.03
C -0.746 4.177 2.063 -1.23
C -0.408 1.606 3.593 -0.64
C 1.624 0.170 -1.594 2.74
C 1.000 -1.187 -1.563 -2.43
C 1.664 -2.311 -2.072 -0.61
C 1.025 -3.520 -2.245 -0.99
C -0.328 -3.620 -1.942 -1.30
C -0.932 -2.505 -1.416 -0.46
N -0.290 -1.345 -1.183 1.36
Si 3.547 0.144 -1.358 0.22
C 3.926 -0.922 0.135 -1.05
C 4.183 1.883 -1.033 -1.25
C 4.569 -0.448 -2.823 -1.22
Si 1.167 0.797 -3.368 0.16
C 1.463 -0.572 -4.622 -1.35
C -0.661 1.171 -3.515 -0.77
C 2.183 2.259 -3.953 -1.15
H 0.456 4.108 -0.277 0.42
H 0.312 3.325 -1.860 0.38
H 1.913 3.748 -1.205 0.48
H -2.128 3.797 -0.827 0.37
H -4.008 3.627 -2.466 0.50
H -4.982 1.389 -2.960 0.48
H -4.064 -0.605 -1.792 0.49
H -3.712 3.017 1.720 0.34
H -3.367 2.961 3.444 0.48
H -3.635 1.459 2.554 0.25
H -1.191 4.733 1.237 0.35
H 0.341 4.243 1.983 0.37
H -1.028 4.692 2.984 0.44
H -0.832 0.657 3.908 -0.11
H -0.435 2.285 4.449 0.46
H 0.640 1.437 3.339 0.29
H 2.695 -2.218 -2.363 0.24
H 1.569 -4.367 -2.641 0.53
H -0.889 -4.529 -2.093 0.52
H -1.979 -2.521 -1.127 0.56
H 3.454 -0.527 1.036 0.29
H 5.004 -0.941 0.304 0.45
H 3.593 -1.953 0.010 0.32
H 3.881 2.303 -0.074 0.34
H 3.918 2.586 -1.824 0.39
H 5.273 1.818 -1.009 0.50
H 4.516 -1.515 -3.031 0.42
H 5.609 -0.236 -2.563 0.49
H 4.353 0.088 -3.747 0.35
H 0.719 -1.364 -4.540 0.35
H 2.451 -1.027 -4.576 0.33
H 1.354 -0.129 -5.615 0.44
H -1.270 0.382 -3.074 0.03
H -0.907 1.218 -4.578 0.64
H -0.959 2.116 -3.069 0.16
H 3.247 2.036 -4.021 0.30
H 2.063 3.165 -3.364 0.37
H 1.840 2.478 -4.966 0.50
C -2.668 -0.855 5.904 -0.98
C -2.072 -2.166 5.450 -0.43
O -0.969 -1.907 4.530 -0.35
P -1.127 -2.243 2.995 0.81
S 0.464 -1.622 1.973 -0.28
S -2.733 -1.348 2.104 -0.47
O -1.388 -3.805 2.910 -0.32
C -0.297 -4.728 3.207 -0.42
C 0.079 -5.474 1.948 -0.87
H -3.441 -1.049 6.647 0.43
H -3.117 -0.320 5.067 0.16
H -1.902 -0.227 6.356 0.29
H -2.815 -2.802 4.962 0.40
H -1.636 -2.721 6.279 0.36
H -0.675 -5.392 3.983 0.37
H 0.557 -4.176 3.607 0.41
H -0.780 -6.014 1.553 0.30
H 0.875 -6.188 2.163 0.41
H 0.435 -4.772 1.195 0.03



(2)
88
Properties=species:S:1:pos:R:3:lowdin_spin:R:1 method="wB97M-V/def2-TZVPD" gap_ev="4.049 / 5.776" charge=-2 multiplicity=6 e_homo_ev="0.34 / -1.39" e_lumo_ev="4.389 / 4.386"
Ru -0.377 0.425 0.482 3.34
C -1.471 0.552 4.875 0.03
C -1.500 0.414 3.379 0.19
N -0.817 1.243 2.566 0.30
O 0.084 2.107 3.257 0.04
C -2.277 -0.565 2.730 0.07
C -3.258 -1.451 3.433 0.01
N -2.133 -0.642 1.404 0.38
O -3.022 -1.432 0.751 0.15
H -0.763 1.325 5.160 0.00
H -1.171 -0.383 5.359 0.01
H -2.454 0.819 5.278 0.01
H 0.848 2.102 2.647 0.00
H -3.411 -1.132 4.465 0.00
H -2.924 -2.495 3.440 0.00
H -4.216 -1.444 2.908 0.00
N 1.039 2.629 -1.360 0.01
C 1.998 3.254 -1.151 0.04
C 3.078 4.113 -1.224 0.01
C 3.579 4.481 -2.502 0.00
N 3.987 4.780 -3.542 0.00
C 3.777 4.557 -0.067 0.00
N 4.377 4.945 0.840 0.00
C 0.163 1.554 -1.460 0.06
H -0.769 1.847 -1.933 0.01
H 0.634 0.706 -1.953 0.01
C -5.427 -1.916 -0.840 0.00
C -4.337 -1.909 -1.906 0.03
C -3.845 -3.332 -2.172 0.00
Sb -2.593 -0.660 -1.467 0.06
C -3.843 1.049 -0.912 -0.01
C -3.128 2.237 -0.278 0.02
C -4.740 1.530 -2.048 0.00
C -2.325 -0.113 -3.673 0.02
C -3.440 -0.378 -4.679 0.00
C -1.069 -0.860 -4.122 0.00
H -6.160 -2.705 -1.066 0.00
H -5.972 -0.970 -0.808 0.00
H -5.013 -2.095 0.151 0.00
H -4.752 -1.503 -2.828 0.00
H -3.392 -3.750 -1.269 0.00
H -3.090 -3.366 -2.962 0.00
H -4.670 -3.995 -2.471 0.00
H -4.466 0.585 -0.143 0.00
H -2.597 2.834 -1.026 0.00
H -2.416 1.956 0.505 0.01
H -3.860 2.899 0.205 0.00
H -4.152 1.970 -2.857 0.00
H -5.434 2.305 -1.693 0.00
H -5.341 0.724 -2.475 0.00
H -2.098 0.961 -3.675 0.00
H -3.677 -1.445 -4.732 0.00
H -3.144 -0.075 -5.696 0.00
H -4.366 0.149 -4.442 0.00
H -1.231 -1.944 -4.100 0.00
H -0.215 -0.659 -3.474 0.00
H -0.778 -0.599 -5.149 0.00
C 5.109 1.014 -2.015 0.00
C 4.833 0.231 -0.741 0.00
C 6.017 0.319 0.213 0.00
C 4.498 -1.217 -1.073 0.00
O 3.723 0.921 -0.132 0.00
P 2.575 0.334 0.806 0.01
O 1.763 -0.734 0.123 0.07
O 1.792 1.517 1.284 0.06
O 3.465 -0.313 1.978 0.00
C 2.988 -1.282 2.943 0.00
C 3.952 -1.144 4.111 0.00
C 1.565 -0.992 3.396 0.01
C 3.082 -2.667 2.318 0.00
H 5.961 0.582 -2.546 0.00
H 5.332 2.056 -1.781 0.00
H 4.238 0.994 -2.670 0.00
H 6.892 -0.159 -0.235 0.00
H 5.781 -0.173 1.155 0.00
H 6.250 1.365 0.416 0.00
H 5.343 -1.657 -1.610 0.00
H 3.605 -1.275 -1.694 0.00
H 4.313 -1.803 -0.173 0.00
H 3.877 -0.144 4.539 0.00
H 4.979 -1.302 3.774 0.00
H 3.717 -1.878 4.885 0.00
H 1.465 0.018 3.793 0.00
H 1.289 -1.710 4.174 0.00
H 0.849 -1.107 2.581 0.00
H 4.113 -2.878 2.021 0.00
H 2.441 -2.720 1.438 0.00
H 2.765 -3.424 3.039 0.00



(3)
82
Properties=species:S:1:pos:R:3:mulliken_charge:R:1 method="wB97M-V/def2-TZVPD" gap_ev=9.997 charge=0 e_homo_ev=-10.02 e_lumo_ev=-0.018
C 3.907 -2.286 2.377 -1.10
C 3.490 -3.175 1.214 -0.30
C 2.026 -3.612 1.277 0.36
C 1.676 -4.535 2.346 0.10
N 1.372 -5.255 3.183 -0.48
H 3.087 -1.641 2.699 0.21
H 4.784 -1.699 2.110 0.29
H 4.156 -2.877 3.262 0.43
H 4.135 -4.053 1.128 0.41
H 3.630 -2.651 0.264 0.14
H 1.728 -4.035 0.313 0.42
H 1.408 -2.713 1.346 -0.45
C -0.760 -3.165 5.730 -1.49
C -1.394 -2.342 4.643 -0.11
C -1.029 -0.851 4.686 0.63
C 0.257 -0.545 5.309 0.13
N 1.273 -0.308 5.783 -0.55
H 0.315 -2.996 5.797 0.39
H -0.917 -4.230 5.556 0.39
H -1.159 -2.953 6.727 0.37
H -2.477 -2.437 4.641 0.31
H -1.020 -2.705 3.679 0.05
H -1.755 -0.351 5.344 0.35
H -1.063 -0.364 3.713 -0.48
C -2.350 -1.425 -4.049 -0.60
C -2.647 -2.898 -4.309 -0.50
C -2.355 -3.343 -5.753 -0.59
C -3.061 -2.518 -6.730 0.26
N -3.646 -1.887 -7.486 -0.41
H -3.000 -0.805 -4.669 0.37
H -1.309 -1.226 -4.314 0.33
H -2.535 -1.160 -3.011 -0.13
H -3.664 -3.179 -4.027 0.36
H -2.021 -3.522 -3.660 0.27
H -2.687 -4.378 -5.874 0.33
H -1.282 -3.376 -5.943 0.30
C -2.477 3.527 1.548 -1.00
C -1.867 2.533 2.545 -0.39
C -0.335 2.521 2.452 0.55
C 0.260 3.561 3.280 0.13
N 0.730 4.405 3.902 -0.50
H -3.448 3.910 1.855 0.39
H -2.629 3.000 0.600 0.06
H -1.812 4.361 1.315 0.28
H -2.220 1.545 2.252 0.17
H -2.174 2.760 3.562 0.57
H -0.008 2.670 1.419 -0.03
H 0.041 1.533 2.720 -0.17
C 3.301 0.631 -0.535 -0.59
C 4.745 1.112 -0.401 -0.60
C 5.738 0.228 -1.161 -0.39
C 5.515 0.250 -2.604 0.23
N 5.344 0.299 -3.743 -0.44
H 2.593 1.450 -0.453 0.15
H 3.057 -0.080 0.262 0.01
H 3.200 0.064 -1.463 0.38
H 5.054 1.141 0.647 0.40
H 4.840 2.154 -0.717 0.35
H 5.579 -0.800 -0.812 0.09
H 6.772 0.470 -0.923 0.38
C -1.985 5.402 -3.978 -1.17
C -0.975 4.621 -3.144 -0.65
C -1.563 3.982 -1.896 0.17
C -2.622 3.026 -2.206 0.26
N -3.434 2.252 -2.437 -0.55
H -1.874 5.233 -5.046 0.32
H -1.902 6.475 -3.787 0.32
H -3.016 5.163 -3.709 0.34
H -0.103 5.221 -2.879 0.45
H -0.506 3.828 -3.737 0.31
H -1.943 4.725 -1.193 0.31
H -0.795 3.418 -1.359 -0.02
C -0.795 0.499 -1.041 -0.41
S -0.560 -0.963 -0.033 0.45
O -0.347 -0.455 1.353 -0.33
C -2.266 -1.595 -0.036 -1.18
H 0.201 0.930 -1.151 0.20
H -1.423 1.164 -0.444 -0.18
H -1.264 0.392 -2.016 0.31
H -2.922 -0.817 -0.428 0.33
H -2.462 -1.793 1.012 0.33
H -2.355 -2.457 -0.693 0.37



(4)
101
Properties=species:S:1:pos:R:3:mulliken_charge:R:1 method="wB97M-V/def2-TZVPD" gap_ev=2.688 charge=0 e_homo_ev=-8.83 e_lumo_ev=-6.146
Tl 2.232 -2.713 -1.713 0.99
P 0.200 -0.355 -0.787 -0.25
O -0.782 0.723 -0.383 -0.03
O 0.389 -0.599 -2.308 -0.51
O -0.188 -1.806 -0.372 0.21
O 1.711 -0.210 -0.494 -0.43
C -2.338 -2.189 -3.628 -1.32
C -3.250 -1.151 -3.046 1.62
C -2.677 0.235 -2.791 0.91
O -3.354 1.082 -3.744 -0.46
C -4.388 0.387 -4.273 0.52
O -5.170 0.914 -4.999 -0.55
O -4.294 -0.899 -3.987 -0.40
H -1.394 -2.253 -3.072 0.14
H -2.103 -2.057 -4.683 0.32
H -2.629 -3.239 -3.522 0.42
H -3.633 -1.466 -2.070 -0.42
H -1.629 0.330 -3.090 -0.19
H -2.611 0.582 -1.760 -0.44
C -3.752 -2.485 1.228 -1.73
C -2.639 -1.686 1.838 2.38
C -2.918 -0.170 2.091 0.37
O -2.541 0.073 3.430 -0.38
C -2.259 -1.114 4.021 0.48
O -1.751 -1.234 5.088 -0.54
O -2.476 -2.124 3.189 -0.45
H -4.702 -2.371 1.752 0.48
H -3.443 -3.531 1.308 0.34
H -3.950 -2.298 0.172 0.07
H -1.756 -1.809 1.203 -1.02
H -3.967 0.012 1.847 0.36
H -2.234 0.424 1.480 -0.24
C 0.723 0.396 3.764 -1.59
C 1.821 0.647 2.698 1.29
C 1.756 2.013 2.133 0.62
O 3.138 2.425 2.154 -0.37
C 3.817 1.623 3.037 0.37
O 4.967 1.699 3.335 -0.55
O 3.050 0.594 3.404 -0.46
H -0.279 0.334 3.346 0.07
H 0.814 1.143 4.547 0.36
H 1.037 -0.566 4.176 0.49
H 1.830 -0.135 1.938 -0.17
H 1.040 2.759 2.479 0.31
H 1.392 1.844 1.112 -0.40
C -1.838 3.971 1.406 -1.70
C -1.654 4.337 -0.071 3.36
C -2.657 3.567 -0.970 0.78
O -3.426 4.618 -1.554 -0.42
C -2.836 5.811 -1.308 0.46
O -3.128 6.804 -1.900 -0.55
O -2.043 5.712 -0.224 -0.50
H -1.313 4.627 2.100 0.39
H -1.466 2.948 1.494 0.13
H -2.894 4.063 1.660 0.44
H -0.595 4.261 -0.321 -2.23
H -3.340 2.930 -0.406 0.18
H -2.148 2.906 -1.672 -0.45
C 1.469 4.463 -0.452 -1.74
C 1.573 3.502 -1.619 2.08
C 0.210 3.193 -2.270 1.80
O 0.108 4.304 -3.160 -0.35
C 1.344 4.692 -3.535 0.45
O 1.599 5.348 -4.483 -0.54
O 2.254 4.062 -2.715 -0.47
H 2.416 5.002 -0.409 0.49
H 1.244 4.019 0.510 0.04
H 0.657 5.157 -0.690 0.80
H 1.964 2.537 -1.287 -0.64
H -0.590 3.117 -1.536 -1.94
H 0.178 2.345 -2.960 0.02
C -1.600 -4.839 -0.585 -0.47
S -1.021 -5.321 -2.267 0.36
O 0.293 -4.564 -2.450 -0.63
C -0.428 -7.016 -1.938 -0.88
H -2.475 -4.216 -0.770 0.19
H -0.818 -4.286 -0.072 -0.32
H -1.897 -5.634 0.101 0.64
H 0.641 -6.975 -1.747 0.26
H -0.624 -7.616 -2.822 0.37
H -0.972 -7.309 -1.044 0.31
C 4.624 1.376 -0.618 -0.80
S 6.441 1.176 -0.893 0.43
O 6.901 2.418 -1.537 -0.61
C 6.886 1.360 0.885 -0.83
H 4.039 1.368 -1.534 0.43
H 4.519 2.382 -0.200 0.29
H 4.208 0.742 0.165 0.17
H 7.949 1.595 0.946 0.42
H 6.714 0.514 1.548 0.31
H 6.348 2.239 1.236 0.20
C 0.372 -3.840 2.403 -0.60
S 1.337 -5.046 1.459 0.58
O 2.270 -4.261 0.576 -0.63
C 2.345 -5.750 2.777 -1.02
H -0.603 -4.277 2.617 0.38
H 0.251 -2.991 1.726 -0.27
H 0.816 -3.424 3.307 0.56
H 2.528 -5.051 3.586 0.31
H 3.212 -6.186 2.281 0.37
H 1.850 -6.638 3.183 0.38



(5)
79
Properties=species:S:1:pos:R:3:lowdin_spin:R:1 method="wB97M-V/def2-TZVPD" gap_ev="4.226 / 4.142" charge=+1 multiplicity=2 e_homo_ev="-9.28 / -9.19" e_lumo_ev="-5.057 / -5.050"
Ti 0.639 -0.460 -1.161 0.00
C -2.957 1.943 0.916 0.30
C -3.457 1.049 -0.072 0.01
C -3.228 -0.123 1.893 0.17
C -2.867 1.231 2.142 0.07
C -3.575 -0.239 0.519 0.26
C -2.519 3.338 0.694 0.06
H -2.273 3.515 -0.361 0.00
H -1.619 3.568 1.281 0.01
H -3.291 4.071 0.980 0.02
C -2.389 1.758 3.434 0.00
H -2.255 2.845 3.385 0.00
H -1.428 1.314 3.743 0.00
H -3.108 1.537 4.238 0.00
C -3.107 -1.245 2.837 0.02
H -3.871 -2.008 2.634 0.00
H -3.213 -0.904 3.875 0.00
H -2.131 -1.750 2.742 0.01
C -3.782 -1.523 -0.187 0.04
H -4.334 -1.386 -1.127 0.00
H -4.319 -2.249 0.441 0.01
H -2.813 -1.990 -0.444 0.02
C -3.729 1.400 -1.477 -0.01
H -4.728 1.852 -1.611 0.00
H -3.684 0.511 -2.119 0.00
H -3.003 2.145 -1.836 0.00
C 2.222 0.410 -2.091 -0.02
C 1.149 1.351 -1.841 -0.01
C 0.108 1.708 -2.867 0.00
C -0.852 0.548 -3.262 0.00
C -0.777 -0.779 -2.495 0.01
C 0.283 -1.716 -2.678 0.01
C 1.411 -1.475 -3.673 0.00
C 2.359 -0.241 -3.448 0.00
H 0.546 2.100 -3.800 0.00
H -0.730 0.348 -4.342 0.00
H -0.483 2.546 -2.471 0.00
H 2.204 0.480 -4.262 0.00
H 3.192 0.564 -1.591 0.00
H 1.347 2.117 -1.104 0.00
H 3.394 -0.612 -3.551 0.00
H 2.046 -2.375 -3.691 0.00
H 0.144 -2.768 -2.386 0.00
H 0.975 -1.395 -4.691 0.00
H -1.881 0.929 -3.185 0.00
H -1.714 -1.138 -2.054 0.00
P 2.268 3.782 0.987 0.00
C 2.067 3.661 2.812 0.00
H 2.686 4.388 3.353 0.00
H 2.294 2.632 3.135 0.00
H 1.002 3.844 3.016 0.00
C 3.581 2.513 0.748 0.00
H 4.545 2.859 1.147 0.00
H 3.687 2.288 -0.319 0.00
H 3.301 1.576 1.246 0.00
C 3.054 5.342 0.414 0.00
H 3.107 5.279 -0.689 0.00
H 4.054 5.475 0.846 0.00
H 2.377 6.174 0.660 0.00
P 1.196 -4.362 -0.064 0.00
C 0.510 -5.831 -0.856 0.00
H 1.338 -6.503 -1.095 0.00
H -0.009 -5.492 -1.770 0.00
H -0.185 -6.299 -0.149 0.00
C 2.964 -4.388 -0.459 0.00
H 3.111 -4.174 -1.526 0.00
H 3.336 -5.390 -0.239 0.00
H 3.489 -3.649 0.157 0.00
C 1.149 -4.662 1.722 0.00
H 1.346 -5.731 1.866 0.00
H 0.136 -4.414 2.086 0.00
H 1.917 -4.047 2.218 0.00
C 0.525 -0.478 2.801 0.00
C 0.547 -0.619 1.322 0.00
O 1.613 -0.925 0.636 0.00
O -0.494 -0.356 0.612 0.00
H 1.466 -0.900 3.203 0.00
H -0.349 -0.999 3.254 0.00
H 0.469 0.604 3.051 0.00